Entry from the OMol25 dataset: 3 unconnected molecules or ions with the total composition C30H66N3O9 (wB97M-V/def2-TZVPD).

Computed properties:
Orbital gap   0.260 Ha
HOMO level   -10.14 eV
Max |F|   0.74 eV Å⁻¹
2S+1   1
Net charge   +1

Geometry (Å):
C  4.522  1.725  0.744
C  4.841  1.308  -0.681
O  3.984  2.023  -1.576
C  3.276  1.234  -2.491
C  2.115  0.517  -1.811
O  1.208  0.088  -2.831
C  0.107  -0.605  -2.372
C  0.474  -1.983  -1.813
N  -0.785  -2.761  -1.601
C  -1.643  -2.904  -2.860
C  -3.076  -2.504  -2.533
C  -3.704  -3.225  -1.324
C  -4.659  -2.315  -0.545
C  -5.883  -1.862  -1.368
C  -7.248  -2.107  -0.690
C  -8.103  -0.838  -0.605
C  -9.556  -1.122  -0.207
C  -10.236  0.046  0.507
O  -11.066  0.756  -0.426
C  -10.920  2.093  -0.484
C  -11.500  2.653  -1.744
O  -10.395  2.732  0.378
C  -1.030  -2.007  -3.937
O  -0.812  -0.712  -3.429
H  4.384  2.809  0.753
H  5.320  1.455  1.435
H  3.572  1.291  1.070
H  4.719  0.228  -0.822
H  5.881  1.537  -0.929
H  3.920  0.515  -3.014
H  2.856  1.906  -3.244
H  2.487  -0.336  -1.228
H  1.628  1.210  -1.114
H  -0.420  -0.046  -1.580
H  1.157  -2.533  -2.460
H  0.965  -1.864  -0.847
H  -0.540  -3.689  -1.259
H  -1.325  -2.315  -0.856
H  -1.577  -3.944  -3.187
H  -3.122  -1.416  -2.412
H  -3.661  -2.735  -3.427
H  -4.263  -4.099  -1.671
H  -2.937  -3.595  -0.631
H  -4.101  -1.425  -0.228
H  -4.979  -2.820  0.370
H  -5.879  -2.356  -2.344
H  -5.799  -0.790  -1.568
H  -7.814  -2.865  -1.240
H  -7.091  -2.475  0.329
H  -8.074  -0.343  -1.582
H  -7.632  -0.159  0.113
H  -9.611  -2.020  0.413
H  -10.128  -1.302  -1.121
H  -10.867  -0.304  1.327
H  -9.502  0.734  0.927
H  -11.628  3.727  -1.626
H  -10.833  2.445  -2.582
H  -12.466  2.193  -1.952
H  -1.767  -1.910  -4.736
H  -0.132  -2.441  -4.387
C  11.531  1.579  1.690
O  11.692  0.193  1.477
C  11.294  -0.640  2.555
C  10.006  -1.377  2.257
N  8.864  -0.476  2.221
C  7.637  -1.033  1.671
C  7.645  -1.623  0.265
O  7.767  -0.681  -0.784
C  9.079  -0.193  -1.007
H  12.108  2.092  0.923
H  10.486  1.901  1.606
H  11.909  1.878  2.672
H  11.208  -0.060  3.479
H  12.084  -1.382  2.696
H  9.845  -2.123  3.043
H  10.154  -1.921  1.315
H  9.112  0.359  1.707
H  6.888  -0.237  1.684
H  7.280  -1.811  2.355
H  6.670  -2.096  0.115
H  8.397  -2.414  0.150
H  9.830  -0.972  -0.853
H  9.313  0.663  -0.370
H  9.126  0.138  -2.044
C  -3.529  0.163  3.209
O  -3.600  0.905  2.009
C  -3.836  2.303  2.181
C  -2.604  3.129  1.885
N  -1.566  2.946  2.888
C  -0.246  3.463  2.533
C  0.399  2.975  1.243
O  0.830  1.617  1.264
C  -0.201  0.666  1.176
H  -3.620  -0.891  2.946
H  -2.580  0.304  3.739
H  -4.346  0.422  3.888
H  -4.213  2.504  3.187
H  -4.614  2.584  1.467
H  -2.893  4.184  1.863
H  -2.276  2.863  0.870
H  -1.487  1.966  3.120
H  0.431  3.225  3.357
H  -0.306  4.555  2.483
H  1.305  3.559  1.076
H  -0.248  3.142  0.374
H  -1.020  1.006  0.534
H  -0.597  0.389  2.156
H  0.240  -0.240  0.743

Atom charges from the Löwdin analysis, given in e for atoms 1 to 99: atom 1 (C): -0.05, atom 2 (C): -0.26, atom 3 (O): -0.14, atom 4 (C): -0.19, atom 5 (C): -0.15, atom 6 (O): -0.03, atom 7 (C): -0.38, atom 8 (C): -0.03, atom 9 (N): 0.12, atom 10 (C): -0.21, atom 11 (C): -0.14, atom 12 (C): -0.19, atom 13 (C): -0.20, atom 14 (C): -0.19, atom 15 (C): -0.21, atom 16 (C): -0.21, atom 17 (C): -0.16, atom 18 (C): -0.16, atom 19 (O): -0.01, atom 20 (C): -0.55, atom 21 (C): 0.02, atom 22 (O): 0.11, atom 23 (C): -0.14, atom 24 (O): -0.02, atom 25 (H): 0.08, atom 26 (H): 0.06, atom 27 (H): 0.06, atom 28 (H): 0.11, atom 29 (H): 0.12, atom 30 (H): 0.14, atom 31 (H): 0.14, atom 32 (H): 0.12, atom 33 (H): 0.13, atom 34 (H): 0.16, atom 35 (H): 0.16, atom 36 (H): 0.13, atom 37 (H): 0.19, atom 38 (H): 0.17, atom 39 (H): 0.17, atom 40 (H): 0.13, atom 41 (H): 0.13, atom 42 (H): 0.12, atom 43 (H): 0.10, atom 44 (H): 0.11, atom 45 (H): 0.11, atom 46 (H): 0.11, atom 47 (H): 0.11, atom 48 (H): 0.11, atom 49 (H): 0.11, atom 50 (H): 0.12, atom 51 (H): 0.12, atom 52 (H): 0.11, atom 53 (H): 0.12, atom 54 (H): 0.13, atom 55 (H): 0.11, atom 56 (H): 0.09, atom 57 (H): 0.09, atom 58 (H): 0.09, atom 59 (H): 0.15, atom 60 (H): 0.14, atom 61 (C): -0.11, atom 62 (O): -0.19, atom 63 (C): -0.21, atom 64 (C): -0.22, atom 65 (N): -0.05, atom 66 (C): -0.20, atom 67 (C): -0.23, atom 68 (O): -0.20, atom 69 (C): -0.09, atom 70 (H): 0.09, atom 71 (H): 0.07, atom 72 (H): 0.09, atom 73 (H): 0.12, atom 74 (H): 0.12, atom 75 (H): 0.12, atom 76 (H): 0.10, atom 77 (H): 0.07, atom 78 (H): 0.10, atom 79 (H): 0.12, atom 80 (H): 0.12, atom 81 (H): 0.11, atom 82 (H): 0.09, atom 83 (H): 0.07, atom 84 (H): 0.09, atom 85 (C): -0.11, atom 86 (O): -0.21, atom 87 (C): -0.20, atom 88 (C): -0.22, atom 89 (N): -0.05, atom 90 (C): -0.19, atom 91 (C): -0.21, atom 92 (O): -0.20, atom 93 (C): -0.12, atom 94 (H): 0.08, atom 95 (H): 0.08, atom 96 (H): 0.09, atom 97 (H): 0.13, atom 98 (H): 0.12, atom 99 (H): 0.13

---

Entry from the OMol25 dataset: 14 unconnected molecules or ions with the total composition C30H66N6O36 in a non-equilibrium geometry (wB97M-V/def2-TZVPD).

Computed properties:
Orbital gap   0.387 Ha
HOMO level   -10.35 eV
Max |F|   1.94 eV Å⁻¹
2S+1   1

Geometry (Å):
C  3.216  4.947  -6.607
O  2.040  4.515  -5.951
C  2.187  3.875  -4.801
O  3.118  3.901  -4.046
O  1.113  3.102  -4.629
C  1.141  2.146  -3.577
H  3.748  4.128  -7.102
H  3.929  5.316  -5.868
H  2.978  5.662  -7.387
H  2.114  1.659  -3.587
H  0.273  1.515  -3.712
H  1.053  2.671  -2.620
C  0.117  -3.369  0.121
O  0.469  -3.254  1.498
C  0.697  -4.362  2.181
O  0.722  -5.482  1.746
O  1.021  -3.989  3.408
C  1.374  -4.970  4.350
H  -0.807  -2.829  -0.076
H  -0.130  -4.376  -0.215
H  0.908  -2.928  -0.473
H  1.965  -4.470  5.128
H  2.068  -5.688  3.917
H  0.566  -5.359  4.970
C  -3.216  3.763  0.385
O  -4.630  3.727  0.208
C  -5.234  4.630  -0.526
O  -4.685  5.532  -1.113
O  -6.538  4.429  -0.466
C  -7.376  5.270  -1.227
H  -2.992  3.428  1.395
H  -2.817  4.775  0.332
H  -2.761  3.116  -0.361
H  -7.093  6.325  -1.218
H  -8.395  5.236  -0.852
H  -7.359  4.969  -2.275
C  -3.245  -1.153  -3.203
O  -3.605  0.233  -3.379
C  -4.852  0.475  -3.734
O  -5.707  -0.281  -4.104
O  -5.010  1.800  -3.677
C  -6.347  2.288  -3.650
H  -2.163  -1.166  -3.144
H  -3.631  -1.743  -4.033
H  -3.769  -1.468  -2.302
H  -6.265  3.348  -3.429
H  -6.961  1.852  -2.858
H  -6.836  2.058  -4.595
C  5.241  4.999  5.028
O  3.859  4.947  4.674
C  3.268  3.775  4.832
O  3.820  2.723  5.033
O  1.964  3.961  4.659
C  1.131  2.804  4.640
H  5.838  4.294  4.454
H  5.381  4.745  6.081
H  5.540  6.037  4.918
H  0.384  2.980  3.865
H  0.599  2.625  5.572
H  1.700  1.941  4.298
C  -5.407  0.811  -0.350
O  -6.096  -0.438  -0.332
C  -7.385  -0.453  -0.685
O  -8.079  0.525  -0.818
O  -7.734  -1.705  -0.883
C  -9.098  -1.979  -1.220
H  -5.489  1.192  0.669
H  -5.813  1.532  -1.050
H  -4.358  0.624  -0.567
H  -9.133  -2.256  -2.271
H  -9.718  -1.128  -0.952
H  -9.450  -2.832  -0.642
C  -1.207  0.217  -0.547
O  -0.675  0.655  0.694
C  0.615  0.597  0.949
O  1.120  1.108  1.900
O  1.272  -0.085  0.009
C  2.674  -0.178  0.102
H  -2.191  0.683  -0.606
H  -1.400  -0.850  -0.640
H  -0.580  0.562  -1.368
H  3.094  0.108  -0.864
H  3.039  -1.180  0.325
H  3.148  0.471  0.838
C  1.569  -1.508  8.312
O  2.278  -1.650  7.100
C  1.698  -1.219  6.003
O  0.672  -0.599  5.941
O  2.372  -1.674  4.935
C  2.262  -0.928  3.715
H  0.777  -2.263  8.374
H  1.141  -0.509  8.381
H  2.227  -1.759  9.141
H  2.240  -1.759  3.006
H  3.161  -0.328  3.589
H  1.312  -0.418  3.600
C  -5.361  -3.973  0.150
N  -4.011  -3.691  -0.417
O  -3.491  -2.619  -0.182
O  -3.526  -4.544  -1.133
H  -5.874  -3.073  0.478
H  -5.294  -4.665  0.983
H  -5.948  -4.380  -0.669
C  4.849  2.808  1.858
N  5.387  1.817  0.878
O  5.620  0.719  1.326
O  5.526  2.157  -0.276
H  5.114  2.485  2.866
H  3.770  2.888  1.982
H  5.381  3.725  1.622
C  5.231  1.456  -3.523
N  4.473  0.606  -4.478
O  4.443  -0.589  -4.244
O  3.846  1.113  -5.378
H  5.406  2.395  -4.042
H  6.136  0.896  -3.319
H  4.581  1.633  -2.671
C  3.140  -5.281  -0.573
N  2.700  -4.212  -1.491
O  3.134  -3.090  -1.337
O  1.911  -4.490  -2.364
H  3.475  -4.957  0.405
H  3.871  -5.858  -1.135
H  2.276  -5.919  -0.388
C  5.651  -4.703  2.395
N  5.092  -3.374  2.043
O  4.585  -2.706  2.916
O  5.231  -3.021  0.888
H  6.592  -4.793  1.863
H  4.998  -5.494  2.025
H  5.700  -4.841  3.469
C  1.909  -2.400  -4.802
N  0.663  -1.937  -4.094
O  -0.241  -2.732  -4.003
O  0.691  -0.871  -3.521
H  2.706  -2.407  -4.069
H  2.097  -1.711  -5.619
H  1.583  -3.389  -5.108

Atom charges from the Löwdin analysis, given in e for atoms 1 to 99: atom 1 (C): -0.04, atom 2 (O): 0.02, atom 3 (C): -0.62, atom 4 (O): 0.12, atom 5 (O): 0.01, atom 6 (C): -0.04, atom 7 (H): 0.10, atom 8 (H): 0.09, atom 9 (H): 0.09, atom 10 (H): 0.07, atom 11 (H): 0.08, atom 12 (H): 0.10, atom 13 (C): -0.01, atom 14 (O): 0.03, atom 15 (C): -0.62, atom 16 (O): 0.12, atom 17 (O): 0.00, atom 18 (C): -0.04, atom 19 (H): 0.07, atom 20 (H): 0.10, atom 21 (H): 0.07, atom 22 (H): 0.09, atom 23 (H): 0.10, atom 24 (H): 0.10, atom 25 (C): -0.01, atom 26 (O): -0.01, atom 27 (C): -0.63, atom 28 (O): 0.12, atom 29 (O): 0.01, atom 30 (C): -0.05, atom 31 (H): 0.10, atom 32 (H): 0.10, atom 33 (H): 0.09, atom 34 (H): 0.10, atom 35 (H): 0.10, atom 36 (H): 0.08, atom 37 (C): 0.00, atom 38 (O): 0.00, atom 39 (C): -0.64, atom 40 (O): 0.14, atom 41 (O): -0.01, atom 42 (C): -0.04, atom 43 (H): 0.07, atom 44 (H): 0.10, atom 45 (H): 0.08, atom 46 (H): 0.08, atom 47 (H): 0.08, atom 48 (H): 0.10, atom 49 (C): -0.04, atom 50 (O): 0.01, atom 51 (C): -0.64, atom 52 (O): 0.11, atom 53 (O): 0.01, atom 54 (C): -0.03, atom 55 (H): 0.08, atom 56 (H): 0.10, atom 57 (H): 0.10, atom 58 (H): 0.09, atom 59 (H): 0.10, atom 60 (H): 0.07, atom 61 (C): -0.01, atom 62 (O): -0.01, atom 63 (C): -0.61, atom 64 (O): 0.12, atom 65 (O): 0.00, atom 66 (C): -0.02, atom 67 (H): 0.11, atom 68 (H): 0.07, atom 69 (H): 0.08, atom 70 (H): 0.10, atom 71 (H): 0.09, atom 72 (H): 0.09, atom 73 (C): -0.02, atom 74 (O): 0.04, atom 75 (C): -0.60, atom 76 (O): 0.12, atom 77 (O): 0.00, atom 78 (C): -0.03, atom 79 (H): 0.07, atom 80 (H): 0.07, atom 81 (H): 0.09, atom 82 (H): 0.10, atom 83 (H): 0.08, atom 84 (H): 0.07, atom 85 (C): -0.05, atom 86 (O): 0.01, atom 87 (C): -0.62, atom 88 (O): 0.13, atom 89 (O): -0.01, atom 90 (C): -0.04, atom 91 (H): 0.10, atom 92 (H): 0.10, atom 93 (H): 0.09, atom 94 (H): 0.07, atom 95 (H): 0.10, atom 96 (H): 0.08, atom 97 (C): 0.05, atom 98 (N): -0.43, atom 99 (O): 0.05